(1)
A molecular structure, C20H27BrHgNO2P. Source: OMol25; level of theory: wB97M-V/def2-TZVPD.

The geometry in ORCA input format:
```
! RIJCOSX wB97M-V def2-TZVPD def2/J DEFGRID3
* xyz 0 1
C -2.51844 0.45463 -3.89998
C -2.20789 -0.65172 -3.11133
C -1.61889 -0.47679 -1.83724
C -1.33229 0.81870 -1.38657
C -1.42136 1.87602 -2.30044
C -2.05854 1.71533 -3.52959
C -1.35334 -1.69073 -0.99983
C -0.38299 -2.73175 -1.60200
N 1.00280 -2.34265 -1.77790
Hg -1.15234 1.42586 0.71786
C -0.74501 3.18715 -1.98955
P 0.57311 2.81544 -0.73188
H -2.41565 -1.66657 -3.47252
H -2.16624 2.61025 -4.15404
H -3.07772 0.33915 -4.82368
H -1.46840 3.89653 -1.55529
H -0.25474 3.63449 -2.87482
H -0.91348 -1.43026 -0.00714
H -2.31422 -2.19336 -0.77472
H -0.36435 -3.59988 -0.91160
C 1.24028 4.45511 -0.36499
C 1.81986 2.20743 -1.93747
H -0.76483 -3.06244 -2.58942
C 1.40272 -1.68740 -2.98355
C 1.96086 -2.55556 -0.72780
H 2.14852 1.28844 2.51464
H 1.94184 -2.37850 -3.65387
H 0.50486 -1.32303 -3.50789
H 2.08834 -0.85418 -2.77100
H 2.53838 -3.48289 -0.91260
H 2.68334 -1.72621 -0.70941
H 1.44292 -2.64279 0.24011
H 2.05968 3.05727 -2.59397
H 2.72488 1.87530 -1.41437
H 1.44917 1.38396 -2.56098
H 1.28956 5.01983 -1.30306
H 0.59146 4.97932 0.34662
H 2.24340 4.31448 0.05898
H 2.56858 0.98690 1.99660
Br -1.82595 1.34600 3.36301
C -0.83958 -0.04853 4.32466
C -0.22258 0.25108 5.53685
C 0.34308 -0.76846 6.32030
C 0.25212 -2.10359 5.90120
C -0.30692 -2.38424 4.65406
C -0.76803 -1.34771 3.82030
C -1.06342 -1.67335 2.37067
O -1.88744 -2.57941 2.13361
O -0.35522 -0.96433 1.54053
H -0.17684 1.28308 5.87056
H 0.82427 -0.52919 7.26491
H 0.63653 -2.91911 6.51722
H -0.35383 -3.40710 4.27776
*
```

Values from the calculation:
Orbital gap (Eh): 0.215
Calculated total energy (a.u.): -4052.18605

(2)
2 unconnected molecules or ions with the total composition C20H27ClN2O5. Source: OMol25; level of theory: wB97M-V/def2-TZVPD.

The geometry in ORCA input format:
```
! RIJCOSX wB97M-V def2-TZVPD def2/J DEFGRID3
* xyz 0 1
C -2.98540 3.64471 -1.20746
C -2.79707 3.11465 0.22676
O -1.55751 3.46647 0.81065
C -0.58854 2.43856 0.82345
C 0.37556 2.47727 -0.38436
O 0.52362 1.18887 -0.94317
C -0.31593 0.94895 -2.09966
C -0.88770 -0.41746 -1.92370
O -1.98194 -0.44490 -0.99141
C -2.09469 -1.70738 -0.40408
C -1.14365 -1.70875 0.77738
C 0.11356 -2.21489 0.56488
N 1.09493 -2.19088 1.49188
C 2.43283 -2.68551 1.05522
C 2.86367 -1.81193 -0.09772
C 2.69699 -2.22735 -1.41920
C 3.02899 -1.39950 -2.48458
C 3.55230 -0.13203 -2.25036
C 3.75747 0.27129 -0.93093
C 3.41871 -0.55450 0.13238
C 0.83249 -1.70145 2.70940
N 1.87410 -1.71138 3.65106
C -0.42958 -1.19899 3.01135
C -1.41857 -1.19401 2.05227
C -2.76593 -0.63466 2.37130
O -2.91398 0.46225 2.78335
O -3.79719 -1.48035 2.16819
H -2.06592 4.11614 -1.53913
H -3.15437 2.80475 -1.88090
H -3.84654 4.29613 -1.30990
H -2.98249 2.04044 0.25467
H -3.56733 3.56336 0.85635
H -0.03290 2.54175 1.75709
H -1.03339 1.43993 0.82961
H 0.02553 3.20081 -1.11632
H 1.35067 2.81500 -0.03271
H -1.08393 1.70329 -2.22616
H 0.32224 0.92916 -3.00541
H -1.19392 -0.81339 -2.89490
H -0.04974 -1.03038 -1.58364
H -1.75655 -2.50567 -1.07180
H -3.10912 -1.96163 -0.11937
H 0.36226 -2.63178 -0.39439
H 3.15083 -2.65258 1.86029
H 2.29208 -3.68943 0.66511
H 2.26577 -3.20397 -1.61010
H 2.87190 -1.71482 -3.50529
H 3.79753 0.53574 -3.05856
H 4.16841 1.25723 -0.77578
H 3.59528 -0.18887 1.13610
H 2.03472 -2.64635 4.00792
H 1.62706 -1.09217 4.41101
H -0.63954 -0.78354 3.98425
H -4.50114 -0.96119 1.75159
Cl 0.26506 2.03497 -4.88255
*
```

Values from the calculation:
Orbital gap (Eh): 0.146
Calculated total energy (a.u.): -1724.09473